[1]
Molecular formula: CHCl2O2P
Method: DFT, the ωB97M-V functional and the def2-TZVPD basis

Last column: natural (NBO) charge in e.
Cartesian coordinates (Å):
C: 0.175 0.910 -0.545  -0.284
O: 1.297 -2.764 -3.038  -0.537
O: 0.322 -1.921 -3.770  -0.496
P: -0.036 -3.484 -3.404  1.033
Cl: -1.367 0.876 0.138  0.042
Cl: 0.186 1.143 -2.240  0.039
H: 0.848 1.612 0.020  0.201

Force components x, y, z for each atom (eV/Å):
C 0.8 1.7 0.3
O 2.9 0.9 1.0
O -0.5 0.4 -0.4
P -2.4 -1.3 -0.7
Cl -0.7 -0.4 0.5
Cl 0.3 -0.2 -0.1
H -0.4 -1.1 -0.7

Properties
Energy relative to the best compared isomer or geometry (same formula, charge and spin) (kJ/mol): 608.6
LUMO (spin up / spin down) (eV): -0.60 / -0.65
Charge: 0
Energy (eV): -39475.8415
HOMO (spin up / spin down) (eV): -8.132 / -8.724


[2]
Molecular formula: C14H13AsF6N3O2Rh
Method: DFT, the ωB97M-V functional and the def2-TZVPD basis

Last column: Mulliken spin population.
Cartesian coordinates (Å):
Rh: 0.121 1.338 -0.372  0.493
O: -0.345 -3.643 1.602  0.036
C: -1.227 -3.649 0.637  0.069
C: -2.026 -4.807 0.476  -0.010
C: -3.055 -4.823 -0.432  0.025
C: -3.292 -3.710 -1.252  0.041
C: -2.475 -2.588 -1.169  -0.035
C: -1.436 -2.541 -0.248  0.076
C: -0.606 -1.348 -0.159  -0.015
O: -0.554 -0.492 -1.096  0.222
N: 0.137 -1.154 0.936  0.079
N: 0.678 0.046 0.992  -0.067
C: 1.811 0.229 1.754  0.048
C: 2.805 1.022 1.205  -0.015
C: 4.052 1.277 1.841  0.014
C: 4.969 2.081 1.212  -0.009
C: 4.668 2.615 -0.043  0.022
C: 3.425 2.332 -0.615  -0.011
N: 2.532 1.579 -0.021  0.018
H: 0.114 -2.768 1.668  -0.005
H: -1.813 -5.648 1.119  0.000
H: -3.691 -5.691 -0.514  0.001
H: -4.113 -3.720 -1.951  0.001
H: -2.652 -1.732 -1.803  -0.003
H: 1.908 -0.297 2.693  -0.003
H: 4.239 0.839 2.809  0.000
H: 5.916 2.296 1.682  0.000
H: 5.375 3.228 -0.576  0.001
H: 3.170 2.723 -1.590  0.000
F: -0.644 2.313 -2.005  0.005
As: -2.685 2.158 -2.012  0.000
F: -2.445 0.605 -2.759  0.000
F: -2.433 1.297 -0.397  0.004
F: -4.360 1.967 -1.874  0.000
F: -2.565 3.622 -1.095  0.000
F: -2.642 2.964 -3.505  0.000
C: -0.160 2.819 1.062  0.003
H: 0.614 2.868 1.827  -0.002
H: -1.137 2.669 1.526  0.003
H: -0.179 3.724 0.446  0.014

Force components x, y, z for each atom (eV/Å):
Rh 1.6 -0.3 -0.1
O 0.8 0.0 0.7
C -1.0 -0.2 -0.8
C 0.4 0.5 0.3
C 0.3 0.3 0.0
C 0.4 0.9 -0.1
C -0.9 -0.8 -0.7
C 0.9 0.2 0.6
C -0.7 -0.6 0.7
O -0.2 0.7 -0.3
N -0.4 0.0 1.0
N 3.1 0.0 1.1
C -3.7 -1.2 -0.8
C 1.7 2.3 -0.5
C -1.5 -0.5 -0.4
C 0.1 0.4 -0.7
C -0.3 -0.5 0.3
C 0.8 0.5 -0.6
N -2.5 -0.4 1.0
H -0.3 -0.4 -0.2
H 0.0 0.0 0.0
H 0.0 -0.1 0.0
H -0.1 0.0 0.0
H 0.0 0.0 -0.1
H 0.1 -0.5 -0.2
H 0.1 -0.1 0.1
H 0.1 0.0 0.0
H 0.0 0.1 -0.1
H -0.1 0.1 0.0
F -0.7 -0.1 0.4
As 0.5 -0.6 0.6
F 0.0 1.1 0.4
F 0.9 0.6 -0.9
F 0.3 0.2 0.0
F -0.1 -0.6 -0.5
F 0.1 -0.1 0.4
C -0.2 0.0 -0.1
H 0.2 -0.3 -0.2
H 0.0 -0.3 -0.3
H 0.1 -0.2 -0.2

Properties
Expectation value of S²: 0.77
Spin multiplicity: 2
Energy relative to the best compared isomer or geometry (same formula, charge and spin) (kJ/mol): 348.6
LUMO (spin up / spin down) (eV): -6.56 / -7.57
Charge: +1
Energy (eV): -103437.7133
HOMO (spin up / spin down) (eV): -11.679 / -11.243


[3]
Molecular formula: C6H14O2P
Method: DFT, the ωB97M-V functional and the def2-TZVPD basis

Last column: natural (NBO) charge in e.
Cartesian coordinates (Å):
C: 1.134 -2.480 -0.186  -0.657
C: -0.036 -1.777 1.850  -0.665
C: -1.796 2.710 -1.109  -0.615
C: 0.078 1.035 -2.125  -0.625
C: 0.902 -1.374 0.740  -0.420
C: -0.683 1.630 -0.918  -0.552
O: -2.407 0.514 0.944  -1.148
O: -2.077 -0.921 -0.989  -1.145
P: -1.457 0.076 -0.135  2.060
H: 1.508 -2.271 -1.270  0.185
H: 1.978 -3.116 0.127  0.164
H: 0.284 -3.045 -0.421  0.211
H: -0.795 -2.430 1.337  0.214
H: -0.531 -1.010 2.410  0.217
H: 0.612 -2.211 2.662  0.147
H: -1.389 3.574 -1.652  0.185
H: -2.627 2.236 -1.722  0.204
H: -2.263 3.009 -0.165  0.229
H: -0.660 0.901 -3.031  0.198
H: 0.403 0.095 -1.714  0.241
H: 0.895 1.542 -2.545  0.188
H: 1.892 -0.810 1.100  0.166
H: -0.107 2.006 -0.108  0.218

Force components x, y, z for each atom (eV/Å):
C 2.8 0.2 -2.8
C 1.2 -0.9 0.3
C -0.5 -1.5 -1.3
C -2.9 0.1 -0.7
C -0.6 3.5 0.4
C -1.5 -0.6 -0.3
O 1.4 0.5 0.7
O 0.2 -1.8 -2.5
P 0.0 1.5 2.1
H -0.5 0.6 1.5
H -0.3 -0.5 0.4
H -1.4 -1.0 0.2
H 0.6 0.2 1.2
H -0.5 0.8 -0.2
H -0.8 -0.9 -0.4
H -0.2 -0.1 0.1
H 0.8 0.8 0.5
H 0.4 -0.1 -0.1
H 1.2 -0.1 1.9
H 0.4 -0.8 -0.6
H 1.3 1.2 -0.2
H -2.2 -1.1 -0.9
H 1.3 0.1 0.5

Properties
Energy relative to the best compared isomer or geometry (same formula, charge and spin) (kJ/mol): 129.6
LUMO (spin up / spin down) (eV): 3.87 / 3.87
Charge: -1
Energy (eV): -19832.3511
HOMO (spin up / spin down) (eV): -2.663 / -2.668


[4]
Molecular formula: C8H10N2O2
Method: DFT, the ωB97M-V functional and the def2-TZVPD basis

Last column: natural (NBO) charge in e.
Cartesian coordinates (Å):
C: -1.774 -1.127 0.554  -0.440
C: -2.131 1.557 0.428  -0.063
C: -1.461 2.602 -0.244  -0.287
C: -0.577 2.015 -1.158  -0.309
C: -0.734 0.643 -1.085  0.078
C: 0.091 -0.350 -1.745  -0.165
C: 0.886 -1.211 -1.235  -0.285
C: 1.519 -1.274 0.158  0.576
H: -2.879 -1.378 0.537  0.224
H: -0.926 -1.878 -0.107  0.246
H: -1.361 -1.365 1.593  0.234
H: -3.209 1.291 0.967  0.233
H: -1.673 3.571 0.008  0.230
H: 0.103 2.726 -1.697  0.249
H: 0.067 -0.124 -2.864  0.231
H: 1.409 -1.826 -1.991  0.237
H: 0.387 0.575 0.664  0.481
H: 2.770 -0.725 1.815  0.502
N: -1.541 0.248 0.001  -0.398
N: 1.121 -0.277 0.829  -0.346
O: 2.581 -1.985 0.396  -0.658
O: 1.588 -0.239 2.257  -0.570

Force components x, y, z for each atom (eV/Å):
C 2.2 -1.6 -1.3
C -1.5 -3.6 0.6
C -1.9 -4.2 1.6
C 0.1 1.3 -0.2
C 1.1 -1.1 1.4
C -2.2 3.7 -3.1
C 3.8 -3.7 0.1
C 2.8 -2.2 -3.8
H 1.5 0.0 -0.4
H -3.5 2.0 1.6
H -0.6 1.3 -1.2
H 3.2 1.7 -1.0
H -0.3 2.3 0.1
H -0.6 -1.7 0.0
H 0.1 -1.1 1.4
H -0.1 0.1 0.8
H 2.4 -3.2 0.1
H -4.2 1.0 1.8
N -1.2 3.7 -0.3
N -2.3 4.7 6.2
O -3.2 2.1 0.4
O 4.2 -1.5 -4.7

Properties
Energy relative to the best compared isomer or geometry (same formula, charge and spin) (kJ/mol): 783.1
LUMO (eV): 0.22
Charge: 0
Energy (eV): -15525.8928
HOMO (eV): -8.574


[5]
Molecular formula: C4H7N2O
Method: DFT, the ωB97M-V functional and the def2-TZVPD basis

Last column: natural (NBO) charge in e.
Cartesian coordinates (Å):
N: 0.258 1.442 0.288  -0.686
C: -0.251 0.274 -0.492  -0.228
C: -0.067 -1.105 0.047  -0.558
C: -1.435 -1.750 0.150  0.282
N: -2.385 -0.931 0.055  -0.489
C: -2.096 0.358 -0.185  0.728
O: -2.683 1.359 -0.214  -0.445
H: -0.260 2.300 -0.153  0.478
H: 1.233 1.449 0.369  0.445
H: -0.290 1.283 1.174  0.449
H: 0.193 0.400 -1.476  0.242
H: 0.214 -1.269 1.141  0.265
H: 0.628 -1.716 -0.538  0.270
H: -1.544 -2.857 0.200  0.247

Force components x, y, z for each atom (eV/Å):
N -5.4 0.3 0.3
C -1.6 0.0 0.0
C 1.1 -1.4 1.5
C 0.8 0.4 -1.4
N -2.8 -1.6 0.6
C 4.0 -0.6 -1.3
O -0.7 1.2 0.2
H 1.8 -1.4 0.9
H 1.8 0.7 0.4
H 1.6 0.9 -0.3
H -0.6 -0.2 -0.3
H 0.4 0.8 -1.1
H -0.1 0.0 0.2
H -0.2 1.0 0.3

Properties
Energy relative to the best compared isomer or geometry (same formula, charge and spin) (kJ/mol): 235.3
LUMO (eV): -4.56
Charge: +1
Energy (eV): -9280.3510
HOMO (eV): -14.340


[6]
Molecular formula: C5H9F3N2O
Method: DFT, the ωB97M-V functional and the def2-TZVPD basis

Last column: natural (NBO) charge in e.
Cartesian coordinates (Å):
C: 1.701 1.128 -0.213  -0.394
N: 1.196 -0.206 -0.148  -0.483
C: 1.317 -1.086 -1.257  -0.402
C: 0.643 -0.662 1.117  -0.038
N: -0.714 -0.160 1.226  -0.654
C: -1.554 -0.351 0.169  0.596
O: -1.471 -1.206 -0.704  -0.531
C: -2.599 0.774 0.030  0.901
F: -3.052 1.210 1.236  -0.323
F: -2.038 1.852 -0.613  -0.318
F: -3.657 0.335 -0.699  -0.307
H: 2.142 1.299 -1.196  0.206
H: 0.884 1.851 -0.090  0.185
H: 2.469 1.334 0.548  0.174
H: 1.780 -0.545 -2.093  0.199
H: 1.908 -1.989 -1.013  0.172
H: 0.306 -1.398 -1.561  0.221
H: 0.675 -1.777 1.173  0.193
H: 1.212 -0.190 1.934  0.192
H: -1.149 -0.212 2.154  0.409

Force components x, y, z for each atom (eV/Å):
C -0.2 0.5 0.1
N 0.1 -0.3 1.5
C -0.3 -0.8 -0.6
C 0.9 -0.2 -1.4
N -0.7 -0.1 1.0
C 0.0 -1.0 -1.3
O -0.4 1.4 1.3
C -0.8 0.4 -0.5
F 0.2 -0.3 -0.8
F -0.6 -1.2 0.7
F 0.9 0.7 0.7
H 0.0 0.0 0.1
H 0.2 0.2 0.0
H -0.1 0.0 0.0
H 0.0 -0.3 0.3
H 0.0 0.3 -0.2
H 0.7 -0.2 -0.3
H 0.2 0.7 0.0
H -0.2 -0.4 0.0
H 0.2 0.6 -0.5

Properties
Energy relative to the best compared isomer or geometry (same formula, charge and spin) (kJ/mol): 29.3
LUMO (eV): 0.64
Charge: 0
Energy (eV): -18510.5754
HOMO (eV): -8.231


> The highest energy belongs to which entry?

C4H7N2O